Molecular formula: C16H26IrN4O6S2
Method: DFT, the ωB97M-V functional and the def2-TZVPD basis

The calculation puts the molecular weight at 626.76 g mol⁻¹. The energy relative to the best compared isomer or geometry (same formula, charge and spin) comes out at 192.3 kJ/mol. As for the spin multiplicity: 1. The max |F| is 0.0144 Eh/bohr. The calculation puts the electronic energy at -2196.1332 a.u. Its charge is +1. As for the gap between HOMO and LUMO: 7.51 eV.

Last column: Löwdin charge in e.
Atoms and positions in Å:
H: -0.016 0.367 4.079  0.11
O: -1.278 1.469 -1.931  -0.53
Ir: 0.822 -1.027 0.461  1.42
H: 3.604 -1.002 -0.518  0.12
S: 2.061 -3.264 1.274  0.53
O: -0.126 -0.697 2.318  -0.37
O: 2.421 -1.774 1.432  -0.42
C: 3.049 -1.049 -1.444  -0.10
C: 3.668 -0.975 -2.672  -0.02
C: 1.968 1.639 -0.097  -0.32
N: 1.714 -1.167 -1.335  -0.11
C: 1.520 -1.148 -3.701  -0.01
H: 1.491 0.238 3.133  0.09
O: -1.573 -1.379 0.135  -0.29
C: -1.318 -1.460 2.529  -0.15
C: -3.255 4.086 -0.869  -0.23
H: -0.363 3.281 0.724  0.07
C: 0.963 -1.213 -2.442  -0.07
H: 2.676 -3.964 3.407  0.09
H: -3.922 2.102 -1.597  0.10
H: -3.109 -1.845 1.443  0.15
O: 0.750 -3.138 0.551  -0.40
C: -1.050 3.435 -0.104  -0.31
S: -1.786 1.830 -0.572  0.87
C: 0.613 -0.293 3.484  -0.03
H: 0.876 -1.169 -4.568  0.12
C: 2.894 -1.022 -3.820  -0.01
H: -1.962 -1.615 -1.864  0.08
H: -0.477 3.707 -0.994  0.10
N: 1.113 0.943 0.338  -0.01
C: -2.512 -1.454 -0.946  -0.05
H: -2.906 4.332 -1.874  0.12
H: -1.816 5.453 0.046  0.12
H: 4.741 -0.856 -2.719  0.13
C: -2.245 -1.179 1.374  -0.18
H: -1.058 -2.517 2.621  0.13
C: 1.727 -3.889 2.879  -0.10
O: 3.093 -4.035 0.688  -0.22
H: -3.183 -2.298 -0.777  0.11
H: -4.001 2.331 0.165  0.09
H: 3.356 -0.944 -4.795  0.13
C: -2.177 4.430 0.151  -0.23
N: 2.852 2.442 -0.471  0.12
C: -3.444 2.580 -0.743  -0.31
H: -1.805 -1.127 3.447  0.15
H: -2.567 4.324 1.166  0.11
H: 1.286 -4.876 2.757  0.09
N: 3.527 2.563 -2.863  0.13
H: -2.590 -0.143 1.434  0.12
C: 3.183 2.513 -1.764  -0.35
H: 0.909 -1.160 4.076  0.09
H: -3.089 -0.534 -1.028  0.08
H: -4.188 4.622 -0.698  0.12
H: -0.104 -1.254 -2.296  0.09
H: 1.042 -3.221 3.392  0.05